Record 1
# C3H3NO3

A single C3H3NO3 molecule (wB97M-V/def2-TZVPD, the Open Molecules 2025 dataset).

Each line ends with the Löwdin charge.
Cartesian coordinates (Å):
H  1.420  -2.362  0.524  0.137
H  -0.662  2.450  -1.422  0.102
N  -1.171  1.285  0.237  0.044
O  -0.361  -0.840  1.562  0.131
C  0.133  -0.580  0.499  -0.449
O  1.666  -1.305  -1.217  0.108
C  1.181  -1.502  -0.140  -0.144
O  -0.134  0.478  -0.283  -0.025
H  -2.051  3.004  -0.234  0.080
C  -1.292  2.290  -0.529  0.017

Force components x, y, z for each atom (eV/Å):
-0.01 0.20 -0.27
-0.37 -0.10 0.52
0.06 0.60 -0.50
0.33 0.10 -0.57
-0.34 -0.25 0.61
-0.08 -0.19 0.35
0.10 0.08 -0.08
0.08 -0.24 0.01
0.00 -0.01 -0.10
0.23 -0.17 0.02

Properties
Charge = 0
SMILES string = C=NOC(=O)C=O
Relative energy (zero: lowest compared OMol25 entry of this formula, charge and spin) = 303.7 kJ/mol

=====

Record 2
# C2HCaFO

A molecular structure, C2HCaFO at a distorted geometry (wB97M-V/def2-TZVPD, the Open Molecules 2025 dataset).

Each line ends with the Löwdin charge.
Cartesian coordinates (Å):
F  1.226  -1.012  -1.401  -0.180
C  0.528  0.997  -0.262  -0.448
C  0.747  -0.330  -0.227  -0.415
O  -0.685  1.448  0.131  -0.475
H  0.793  1.763  -1.054  0.121
Ca  -1.137  -0.508  0.846  1.397

Force components x, y, z for each atom (eV/Å):
0.86 1.03 1.22
-1.41 1.00 -3.73
0.57 -1.72 -0.92
-0.68 0.27 2.77
1.13 -1.14 0.61
-0.47 0.56 0.06

Properties
Charge = 0

=====

Record 3
# C3H7N3OS

A single C3H7N3OS molecule at a distorted geometry (wB97M-V/def2-TZVPD, the Open Molecules 2025 dataset).

Each line ends with the Löwdin charge.
Cartesian coordinates (Å):
O  -0.701  0.694  0.004  -0.139
C  2.066  -0.716  1.135  -0.129
C  0.045  1.845  -0.482  -0.068
S  1.154  -0.872  -1.353  0.937
H  -0.282  2.642  0.190  0.092
H  -2.739  -0.271  -0.069  0.089
H  2.937  -0.725  1.776  0.065
N  2.364  -0.775  -0.099  -0.337
N  -2.332  -1.164  0.197  0.019
H  -2.971  -1.926  0.068  0.077
H  1.143  1.728  -0.465  0.071
N  -1.150  -1.441  -0.428  -0.048
H  -0.291  2.026  -1.516  0.096
H  1.116  -0.564  1.585  0.063
C  -0.359  -0.482  -0.544  -0.788

Force components x, y, z for each atom (eV/Å):
1.26 1.35 -0.34
1.37 0.39 -0.92
-0.68 -0.06 -0.04
0.88 0.68 0.76
0.23 0.05 -0.30
0.07 -0.03 0.21
0.05 -0.02 0.38
-0.96 -0.47 -0.47
-0.44 0.11 0.19
-0.13 -0.14 -0.16
-0.58 -0.18 0.18
-0.97 -1.58 0.06
0.28 0.20 0.38
-1.08 -0.12 0.14
0.69 -0.18 -0.06

Properties
Charge = 0
SMILES string = C=NS/C(=N/N)OC
Relative energy (zero: lowest compared OMol25 entry of this formula, charge and spin) = 323.5 kJ/mol

=====

Record 4
# C16H31AlCl2CsFN2O10S

A molecular structure, C16H31AlCl2CsFN2O10S at a distorted geometry (wB97M-V/def2-TZVPD, the Open Molecules 2025 dataset).

Each line ends with the Löwdin charge.
Cartesian coordinates (Å):
H  -4.402  8.034  -2.253  0.101
H  5.927  -3.580  2.333  0.138
C  -5.113  5.109  -3.549  -0.159
C  8.123  -4.424  4.811  -0.068
O  6.929  -1.173  0.753  -0.433
H  4.060  -7.937  7.979  0.053
H  5.555  -3.591  -0.986  0.136
H  -6.178  5.367  -3.512  0.137
H  8.358  -3.615  4.133  0.124
O  -1.965  0.627  -0.798  0.089
C  -4.837  -2.475  0.785  -0.616
C  8.094  -6.111  6.300  -0.034
C  -4.692  7.428  -3.118  -0.075
H  -4.135  7.800  -3.979  0.086
F  -5.770  -0.346  -1.016  -0.256
Cl  -5.223  -0.266  2.365  0.620
H  -5.001  4.178  -2.980  0.117
H  -5.121  3.911  -5.329  0.150
Al  8.073  -2.237  -2.158  1.024
H  -4.922  5.579  -7.014  0.092
C  8.930  -5.194  5.619  -0.046
C  -2.514  1.922  -0.611  -0.326
S  5.671  -1.149  -0.446  0.599
H  -4.495  1.187  -1.092  0.071
H  10.005  -5.104  5.709  0.116
H  -2.869  2.423  -2.705  0.131
O  4.619  -0.083  0.050  -0.786
H  6.023  -4.464  4.503  0.142
H  -4.201  1.409  0.624  0.029
H  5.867  -6.343  6.162  0.103
C  -4.586  -1.918  2.177  -0.624
O  -0.920  2.017  -2.232  0.075
Cl  -6.564  -2.793  0.489  0.753
H  -2.755  5.458  -4.594  0.098
H  8.400  -6.863  7.015  0.118
C  -2.158  2.613  -1.893  -0.117
C  -0.927  0.767  -1.677  -0.500
O  -4.331  6.082  -2.849  -0.164
H  3.118  -7.104  7.113  0.048
C  -4.006  1.842  -0.363  -0.012
H  -4.315  -3.430  0.667  0.086
O  3.113  -3.832  1.157  -0.215
O  4.047  -7.366  7.196  -0.065
C  6.802  -5.872  5.888  -0.037
C  4.816  -2.818  -0.469  -0.333
H  -6.103  6.200  -5.854  0.091
H  -5.768  7.545  -3.276  0.102
C  -5.050  5.931  -5.983  -0.051
C  -4.642  4.840  -4.997  -0.386
O  6.260  -0.821  -1.841  -0.542
O  5.079  -3.041  2.292  0.004
Cs  2.898  -1.404  0.580  1.846
H  -5.039  -2.547  2.950  0.077
O  -0.119  -0.107  -1.937  0.118
H  -2.045  3.693  -1.764  0.149
H  -2.010  2.385  0.246  0.170
H  -4.450  6.838  -5.881  0.073
H  -4.479  -1.793  0.007  0.059
N  6.830  -4.848  4.977  0.034
H  -3.510  -1.866  2.369  0.077
H  -2.928  3.865  -4.472  0.069
N  -3.185  4.655  -5.065  0.117
C  4.338  -3.254  1.039  -0.585
H  3.868  -2.769  -1.191  0.108
H  -4.472  2.832  -0.404  0.101

Force components x, y, z for each atom (eV/Å):
-0.01 -0.20 -0.09
-1.10 1.15 -0.73
0.41 0.18 1.48
-0.53 0.30 -0.40
-4.92 -1.10 -5.50
0.06 0.16 -0.25
-1.31 1.59 1.50
0.08 0.16 -0.30
0.05 -0.09 0.15
1.26 -0.24 -0.75
0.29 -0.31 0.36
1.13 0.23 -0.01
0.10 0.33 0.35
-0.09 0.07 -0.10
0.02 -0.30 0.27
-0.07 -0.20 0.11
0.14 0.11 -0.08
0.03 0.00 0.31
-0.41 0.83 0.22
0.04 -0.01 0.28
0.27 -0.74 0.68
-1.51 0.43 0.22
4.46 5.38 4.43
-0.23 -0.34 -0.28
-0.21 0.00 -0.01
-0.11 -0.14 0.18
6.61 -1.63 -3.39
0.17 -0.13 0.38
-0.05 0.12 -0.30
0.07 -0.03 0.08
-0.01 -0.04 0.08
0.40 -1.22 0.24
0.51 0.77 -0.41
0.09 -0.07 -0.52
-0.07 0.16 -0.14
-0.10 0.96 -0.09
1.10 -1.25 -0.45
-0.85 -0.70 -0.66
0.31 -0.10 0.02
0.30 0.11 0.86
-0.15 0.04 -0.01
8.42 2.09 -0.59
-0.32 -0.02 0.19
-0.83 0.24 -0.43
0.75 -1.92 -1.12
0.15 -0.04 0.00
0.11 -0.09 -0.08
-0.24 0.17 -0.17
0.79 0.18 -1.36
-1.02 -2.15 2.56
-0.90 -1.29 -3.51
-9.42 3.70 1.92
0.01 0.18 -0.20
-1.33 1.61 0.68
0.13 -0.20 -0.08
0.00 0.05 -0.08
-0.03 -0.10 0.04
-0.30 0.08 0.01
-0.13 0.05 -0.12
-0.16 -0.04 -0.19
0.16 -0.13 -0.45
-0.91 0.08 1.32
-3.57 -6.12 2.43
2.37 -0.52 1.51
0.11 -0.07 -0.03

Properties
Charge = +2

=====

Record 5
# C3H5NO4

A single C3H5NO4 molecule at a distorted geometry (wB97M-V/def2-TZVPD, the Open Molecules 2025 dataset).

Each line ends with the Löwdin charge.
Cartesian coordinates (Å):
H  -1.893  -0.481  1.338  0.146
H  -2.815  0.587  0.092  0.113
O  1.041  -1.365  0.684  0.088
O  -0.840  -0.161  -0.789  -0.163
C  1.666  -0.447  0.140  -0.391
H  3.159  -1.497  -0.629  0.125
H  -0.800  1.791  -0.443  0.148
C  1.018  0.993  0.106  -0.318
O  1.648  2.048  0.242  0.082
H  -2.520  -1.419  -0.142  0.087
C  -2.070  -0.378  0.060  -0.102
N  -0.351  0.971  -0.082  0.023
O  2.756  -0.643  -0.576  0.161

Force components x, y, z for each atom (eV/Å):
0.45 0.34 -3.86
1.72 -2.54 -0.92
1.70 2.11 -0.59
-2.87 0.74 3.08
-2.68 -2.93 0.95
-0.31 -1.23 0.57
0.25 0.68 -0.05
1.50 1.77 -0.50
-1.14 -2.24 0.00
0.46 2.03 -0.45
-0.99 -0.62 3.01
1.66 -0.99 -0.73
0.25 2.89 -0.50

Properties
Charge = 0
SMILES string = CONC(=O)C(=O)O
Relative energy (zero: lowest compared OMol25 entry of this formula, charge and spin) = 401.1 kJ/mol

=====

Listing Kohn-Sham gap for the structures above in their given order: 10.00; 5.62; 9.42; 0.89; 10.59 eV.
Listing DFT total energy for the structures above in their given order: -396.5088; -929.3953; -756.1111; -3170.1004; -472.9167 hartree.